Record 1
Here is a gas-phase ion, C2H7N4S (charge +1) from the OMol25 dataset. Energies are from ωB97M-V/def2-TZVPD.

energy relative to the best compared isomer or geometry (same formula, charge and spin) = 2.642 eV
highest occupied orbital energy = -13.3 eV
gap between HOMO and LUMO = 9.653 eV

Structure (ORCA input):
```
! RIJCOSX wB97M-V def2-TZVPD def2/J DEFGRID3
* xyz 1 1
N 2.24 -1.27 -0.23
C 1.26 -0.42 0.14
N -0.13 -0.96 0.49
N -1.05 0.07 0.46
N -1.72 -0.07 -0.86
C -0.42 1.47 0.50
S 1.30 1.35 -0.09
H 2.16 -2.26 0.01
H 3.20 -0.94 -0.34
H -1.86 0.15 1.23
H -2.47 -0.80 -0.86
H -1.03 -0.33 -1.65
H -0.91 2.04 -0.25
H -0.58 1.99 1.44
*
```

Löwdin atomic charge list, values in e, 6 entries: number 1, N, carries 0.126; number 2, C, carries -0.524; number 3, N, carries 0.009; number 4, N, carries -0.277; number 5, N, carries 0.063; number 6, C, carries -0.354

Record 2
Here is a gas-phase ion, C2H7N4S (charge +1) from the OMol25 dataset. Energies are from ωB97M-V/def2-TZVPD.

energy relative to the best compared isomer or geometry (same formula, charge and spin) = 1.323 eV
highest occupied orbital energy (alpha / beta) = -9.6 / -13.9 eV
gap between HOMO and LUMO (alpha / beta) = 6.478 / 7.145 eV

Structure (ORCA input):
```
! RIJCOSX wB97M-V def2-TZVPD def2/J DEFGRID3
* xyz 1 3
C -1.01 1.04 0.70
C 0.32 -0.73 -0.76
N 1.06 -1.32 0.04
N -0.55 0.37 -0.37
N -2.02 1.91 0.46
N 2.11 -2.02 -0.33
S -0.18 1.08 2.19
H 0.54 0.03 1.58
H 0.37 -0.62 -1.82
H -0.86 0.76 -1.29
H -2.38 1.97 -0.43
H -2.14 2.56 1.24
H 2.36 -2.14 -1.34
H 2.39 -2.89 0.14
*
```

Löwdin atomic charge list, values in e, 6 entries: number 1, C, carries -0.774; number 2, C, carries -0.162; number 3, N, carries -0.047; number 4, N, carries 0.044; number 5, N, carries 0.125; number 6, N, carries 0.156

Record 3
Here is 2 unconnected molecules or ions with the total composition C2H7N5 from the OMol25 dataset. Energies are from ωB97M-V/def2-TZVPD.

energy relative to the best compared isomer or geometry (same formula, charge and spin) = 7.663 eV
highest occupied orbital energy (alpha / beta) = -8.1 / -8.3 eV
gap between HOMO and LUMO (alpha / beta) = 7.050 / 8.137 eV

Structure (ORCA input):
```
! RIJCOSX wB97M-V def2-TZVPD def2/J DEFGRID3
* xyz 0 1
C -0.74 1.81 0.67
C -1.31 0.66 -0.15
N 2.83 -0.55 -0.13
N -0.87 -2.49 -0.73
N 1.60 -0.23 0.01
N 0.27 -2.12 -0.39
N 0.56 -0.91 -0.29
H -1.36 2.70 0.53
H -0.68 1.55 1.71
H 0.20 2.13 0.27
H -2.17 0.16 0.30
H -1.07 0.72 -1.16
H 3.58 0.12 0.11
H -0.84 -3.56 -0.75
*
```

Löwdin atomic charge list, values in e, 6 entries: number 1, C, carries -0.154; number 2, C, carries 0.044; number 3, N, carries 0.035; number 4, N, carries 0.039; number 5, N, carries -0.127; number 6, N, carries -0.129

Record 4
Here is a single C2H7N5O molecule from the OMol25 dataset. Energies are from ωB97M-V/def2-TZVPD.

energy relative to the best compared isomer or geometry (same formula, charge and spin) = 5.303 eV
highest occupied orbital energy = -9.1 eV
gap between HOMO and LUMO = 9.707 eV

Structure (ORCA input):
```
! RIJCOSX wB97M-V def2-TZVPD def2/J DEFGRID3
* xyz 0 1
H 0.47 2.67 -1.45
N 1.19 2.57 -0.64
C 1.38 1.43 -0.07
N 0.53 0.36 -0.54
O -0.39 0.87 -1.47
C 0.10 -0.79 0.27
N 0.65 -1.14 1.30
H 1.53 -0.79 1.54
N -1.11 -1.43 -0.08
N -1.91 -1.66 1.27
H 1.87 1.33 0.99
H -0.15 0.30 -2.15
H -1.69 -0.92 -0.85
H -2.06 -2.91 1.26
H -1.29 -1.33 2.11
*
```

Löwdin atomic charge list, values in e, 6 entries: number 1, H, carries 0.091; number 2, N, carries 0.058; number 3, C, carries -0.209; number 4, N, carries -0.098; number 5, O, carries -0.014; number 6, C, carries -0.485

Record 5
Here is a molecular structure, C2H7N5O from the OMol25 dataset. Energies are from ωB97M-V/def2-TZVPD.

energy relative to the best compared isomer or geometry (same formula, charge and spin) = 9.247 eV
highest occupied orbital energy = -8.2 eV
gap between HOMO and LUMO = 8.401 eV

Structure (ORCA input):
```
! RIJCOSX wB97M-V def2-TZVPD def2/J DEFGRID3
* xyz 0 1
C 0.40 0.39 -1.19
C 0.53 0.19 1.28
H -0.78 -1.88 0.29
H 0.83 -2.37 -0.54
H -0.60 -1.17 -2.51
H 0.35 1.36 -3.00
H 1.19 -0.35 2.52
H -0.70 0.59 3.54
H -2.03 1.21 2.30
N -0.12 -2.04 -0.50
N -0.21 -0.92 -1.43
N 0.56 1.44 -2.04
N -0.87 0.55 1.05
N -1.30 0.35 2.40
O 1.22 0.44 0.05
*
```

Löwdin atomic charge list, values in e, 6 entries: number 1, C, carries -0.372; number 2, C, carries -0.149; number 3, H, carries 0.081; number 4, H, carries 0.077; number 5, H, carries 0.212; number 6, H, carries 0.009

Record 6
Here is 2 unconnected molecules or ions with the total composition C2H7N5O from the OMol25 dataset. Energies are from ωB97M-V/def2-TZVPD.

energy relative to the best compared isomer or geometry (same formula, charge and spin) = 5.927 eV
highest occupied orbital energy (alpha / beta) = -8.1 / -6.5 eV
gap between HOMO and LUMO (alpha / beta) = 8.474 / 6.332 eV

Structure (ORCA input):
```
! RIJCOSX wB97M-V def2-TZVPD def2/J DEFGRID3
* xyz 0 1
C -1.18 0.09 0.59
C -0.05 -0.67 0.35
N -0.21 1.98 -0.72
N 2.18 -0.84 0.34
N -0.13 -1.80 -0.50
O -0.03 1.90 0.63
N 1.11 -0.24 0.84
N -2.37 0.32 0.41
H -1.16 2.27 -0.94
H 0.52 2.54 -1.15
H 3.05 -0.42 0.63
H 2.13 -1.20 -0.61
H 0.06 -2.68 -0.02
H -0.98 -1.85 -1.04
H -2.95 0.59 1.20
*
```

Löwdin atomic charge list, values in e, 6 entries: number 1, C, carries -0.141; number 2, C, carries -0.433; number 3, N, carries -0.070; number 4, N, carries 0.031; number 5, N, carries 0.094; number 6, O, carries -0.235

Record 7
Here is 2 unconnected molecules or ions with the total composition C2H7NO2 from the OMol25 dataset. Energies are from ωB97M-V/def2-TZVPD.

energy relative to the best compared isomer or geometry (same formula, charge and spin) = 1.585 eV
highest occupied orbital energy = -10.1 eV
gap between HOMO and LUMO = 10.891 eV

Structure (ORCA input):
```
! RIJCOSX wB97M-V def2-TZVPD def2/J DEFGRID3
* xyz 0 1
N -1.19 0.29 0.32
C 0.01 0.97 0.75
C 1.11 -0.02 1.00
O 2.27 0.22 0.82
H -2.00 0.90 0.40
H -1.38 -0.53 0.90
H -0.11 1.65 1.61
H 0.38 1.63 -0.03
H 0.75 -1.02 1.33
O -1.60 -1.15 -2.38
H -1.13 -1.68 -3.03
H -1.01 -0.95 -1.64
*
```

Löwdin atomic charge list, values in e, 6 entries: number 1, N, carries -0.003; number 2, C, carries -0.251; number 3, C, carries -0.274; number 4, O, carries 0.067; number 5, H, carries 0.083; number 6, H, carries 0.073

Record 8
Here is 2 unconnected molecules or ions with the total composition C2H7NO2 from the OMol25 dataset. Energies are from ωB97M-V/def2-TZVPD.

energy relative to the best compared isomer or geometry (same formula, charge and spin) = 1.229 eV
highest occupied orbital energy = -9.6 eV
gap between HOMO and LUMO = 10.275 eV

Structure (ORCA input):
```
! RIJCOSX wB97M-V def2-TZVPD def2/J DEFGRID3
* xyz 0 1
N -1.13 -0.48 -0.94
C -1.43 -0.03 0.29
O -2.43 0.59 0.58
H -1.84 -0.25 -1.63
H -0.17 -0.70 -1.13
H -0.60 -0.04 1.01
C 2.45 -0.10 0.70
O 1.75 -0.01 -0.55
H 1.94 0.51 1.44
H 2.51 -1.15 0.97
H 3.46 0.29 0.60
H 1.85 0.91 -0.83
*
```

Löwdin atomic charge list, values in e, 6 entries: number 1, N, carries 0.124; number 2, C, carries -0.437; number 3, O, carries -0.013; number 4, H, carries 0.109; number 5, H, carries 0.068; number 6, H, carries 0.115

Record 9
Here is 2 unconnected molecules or ions with the total composition C2H7NO2 from the OMol25 dataset. Energies are from ωB97M-V/def2-TZVPD.

energy relative to the best compared isomer or geometry (same formula, charge and spin) = 2.130 eV
highest occupied orbital energy = -10.1 eV
gap between HOMO and LUMO = 10.949 eV

Structure (ORCA input):
```
! RIJCOSX wB97M-V def2-TZVPD def2/J DEFGRID3
* xyz 0 1
C -2.17 -0.26 -0.05
O -2.39 0.78 0.50
H -2.11 -1.22 0.50
H -2.04 -0.37 -1.13
N 1.20 1.17 -0.15
C 1.43 -0.25 -0.27
O 0.53 -1.09 0.47
H 0.41 1.44 -0.73
H 0.97 1.44 0.80
H 1.39 -0.51 -1.32
H 2.43 -0.49 0.09
H 0.35 -0.64 1.29
*
```

Löwdin atomic charge list, values in e, 6 entries: number 1, C, carries -0.174; number 2, O, carries -0.011; number 3, H, carries 0.079; number 4, H, carries 0.082; number 5, N, carries 0.024; number 6, C, carries -0.337

Record 10
Here is 2 unconnected molecules or ions with the total composition C2H7NO2P from the OMol25 dataset. Energies are from ωB97M-V/def2-TZVPD.

energy relative to the best compared isomer or geometry (same formula, charge and spin) = 5.141 eV
highest occupied orbital energy (alpha / beta) = -2.7 / -2.9 eV
gap between HOMO and LUMO (alpha / beta) = 5.978 / 7.065 eV

Structure (ORCA input):
```
! RIJCOSX wB97M-V def2-TZVPD def2/J DEFGRID3
* xyz -1 1
C 2.34 -0.12 0.03
C -1.45 1.32 0.13
N 1.57 -1.19 -0.57
O -2.30 -1.35 0.94
O -1.22 -0.95 -1.45
P -1.14 -0.69 0.22
H 2.75 0.63 -0.70
H 3.33 -0.45 0.51
H 1.72 0.58 0.71
H -1.22 1.70 1.12
H -0.62 1.76 -0.36
H -2.44 1.46 -0.23
H -0.38 -0.98 -1.80
*
```

Löwdin atomic charge list, values in e, 6 entries: number 1, C, carries -0.440; number 2, C, carries -0.223; number 3, N, carries -0.136; number 4, O, carries -0.519; number 5, O, carries -0.324; number 6, P, carries 0.638

| no. | strongest force on any atom (Eh/bohr) | E_tot (eV) |
| --- | --- | --- |
| 1 | 0.13204 | -18973.109 |
| 2 | 0.19404 | -18971.462 |
| 3 | 0.08610 | -9630.375 |
| 4 | 0.10316 | -11679.905 |
| 5 | 0.22367 | -11675.961 |
| 6 | 0.02606 | -11679.281 |
| 7 | 0.01764 | -7771.941 |
| 8 | 0.04261 | -7772.297 |
| 9 | 0.01435 | -7771.396 |
| 10 | 0.08117 | -17059.120 |